No. 1
163
Properties=species:S:1:pos:R:3:forces:R:3 method="wB97M-V/def2-TZVPD" fmax_ev_per_a=2.12 relative_energy_kj_mol=0.0 homo_lumo_gap_ev=7.07 spin_multiplicity=1
C 4.93061 0.03472 1.41244 -0.1 0.3 0.0
C 4.35352 1.22304 1.07719 0.2 -0.3 0.0
N 3.87648 1.43584 -0.27847 -1.7 -0.7 0.7
C 4.80361 2.02521 -1.17185 0.0 -0.3 0.0
Br 6.36375 0.98534 -1.44618 0.0 0.0 -0.2
C 4.61388 3.18274 -1.79723 0.2 0.1 0.1
C 5.51896 3.79928 -2.81046 -0.5 0.0 -0.3
Br 3.09002 4.21856 -1.40858 0.0 0.1 0.1
C 2.66304 1.04745 -0.66323 0.3 -0.7 -0.4
N 2.17616 1.15809 -1.89266 -0.1 0.1 0.5
C 0.79838 0.65692 -1.90322 -0.8 0.7 -0.8
C 0.70992 -0.61967 -2.79676 -0.1 -0.7 -0.2
O 1.78329 -1.26846 -2.82641 -0.1 0.2 0.0
O -0.37442 -0.81235 -3.37003 0.4 0.2 0.4
C 0.42777 0.57471 -0.40497 1.6 -0.6 0.6
S -0.14629 2.22871 0.12117 -0.5 0.1 -0.3
C -0.32028 -0.65297 0.10569 -0.6 0.2 -0.4
C -1.73559 -0.87571 -0.42109 -0.3 0.1 0.1
C -2.77439 0.19639 -0.07825 -0.6 -0.2 0.0
C -4.17873 -0.41607 -0.01038 0.2 -0.4 -0.3
C -4.70057 -0.84436 -1.40423 0.0 0.5 0.2
C -6.12409 -0.35483 -1.70798 -0.3 0.3 -0.3
C -6.19711 0.58807 -2.92445 -0.2 -0.7 -0.1
C -7.59342 0.60505 -3.54894 -0.3 0.1 0.4
C -8.68289 1.00513 -2.54419 0.4 0.3 0.0
C -8.46283 2.39331 -1.91045 -0.3 -0.2 0.0
C -8.89160 2.40290 -0.44242 -0.2 0.1 -0.3
C -8.98520 3.79684 0.17432 0.3 -0.3 -0.1
C -7.62822 4.51231 0.35432 -0.7 -0.5 0.5
C -6.46867 3.63911 0.88647 0.6 1.0 -0.6
C -5.44042 3.32542 -0.21929 -0.2 -0.4 0.2
N 1.80342 0.46150 0.21834 -0.4 0.6 0.3
H 5.98853 -0.02266 1.66429 -0.5 0.2 2.1
H 4.36245 -0.89494 1.40401 0.6 -0.4 -1.9
H 4.14859 2.02530 1.77841 1.5 0.8 -0.5
H 4.92148 4.04820 -3.69007 0.0 0.0 0.0
H 5.90988 4.74295 -2.43233 0.2 -0.1 0.1
H 6.30151 3.12081 -3.13212 0.2 0.1 0.2
H 2.77826 0.78937 -2.62579 -0.1 0.2 -0.2
H 0.17797 1.42392 -2.36960 -0.1 -0.1 0.0
H -0.70208 1.88744 1.29036 0.1 -0.1 0.1
H -0.31989 -0.60110 1.19877 0.0 0.0 0.0
H 0.27257 -1.52474 -0.18894 0.1 0.0 0.0
H -1.71284 -1.02270 -1.50067 0.1 0.0 0.0
H -2.09362 -1.81263 0.01597 0.2 -0.1 0.0
H -2.57576 0.69064 0.87552 0.1 0.0 0.0
H -2.82609 0.95543 -0.86268 0.3 0.2 0.2
H -4.87033 0.28995 0.45143 0.0 0.0 0.0
H -4.13554 -1.31327 0.61468 -0.1 0.2 0.3
H -4.03690 -0.41543 -2.16010 0.1 -0.1 0.0
H -4.62793 -1.92618 -1.51278 0.0 0.0 0.0
H -6.54653 0.17229 -0.84730 0.0 -0.1 0.1
H -6.81480 -1.17728 -1.91636 0.1 -0.2 0.1
H -5.51484 0.17916 -3.67284 0.1 0.3 -0.1
H -5.88846 1.59523 -2.64717 0.3 0.0 -0.1
H -7.62000 1.26914 -4.41620 0.1 0.0 -0.1
H -7.81835 -0.40956 -3.88992 0.0 0.0 -0.2
H -8.68879 0.25750 -1.74714 -0.1 0.0 0.0
H -9.66885 1.00127 -3.01220 0.0 -0.2 0.0
H -7.42440 2.70514 -2.01126 0.0 0.1 0.0
H -9.06767 3.12536 -2.45449 0.1 0.1 0.0
H -9.87651 1.92594 -0.40054 0.0 0.0 0.1
H -8.22476 1.75287 0.13110 0.0 0.0 0.0
H -9.50871 3.71754 1.12954 0.0 0.1 0.0
H -9.59787 4.40039 -0.50093 -0.2 0.1 0.2
H -7.79393 5.31812 1.07190 0.0 0.2 -0.2
H -7.37168 4.96195 -0.60485 0.3 0.1 0.1
H -6.80466 2.73842 1.39741 -0.1 0.0 0.0
H -5.92863 4.24932 1.61438 -0.1 -0.1 0.2
H -5.62823 2.35323 -0.67442 0.1 0.0 0.0
H -5.48916 4.06182 -1.02147 0.0 0.1 0.0
H -4.42386 3.33833 0.17545 0.0 -0.2 0.0
H 2.07185 -0.48461 0.46696 0.1 0.0 0.1
C 9.49547 -3.57324 4.45562 0.0 0.1 -0.2
C 10.47427 -2.42348 4.37298 -0.1 -0.1 0.3
O 10.84584 -2.12506 3.01281 0.0 0.1 0.0
C 9.94819 -1.44802 2.31008 0.0 -0.1 0.0
O 8.88305 -1.04371 2.70535 0.0 0.0 0.0
O 10.41898 -1.28854 1.06924 0.0 0.0 0.0
C 9.49898 -0.64075 0.19278 -0.1 0.1 -0.2
H 9.88971 -4.45056 3.94267 0.1 0.0 0.1
H 9.30606 -3.83761 5.49475 0.0 0.0 0.0
H 8.54564 -3.31466 3.98952 0.0 0.1 0.1
H 11.40847 -2.68369 4.86668 0.1 0.0 -0.1
H 10.08342 -1.52544 4.85099 -0.1 0.0 -0.1
H 9.16199 0.30457 0.61391 0.0 0.0 0.0
H 8.64444 -1.29126 0.00551 -0.1 0.1 0.0
H 10.02296 -0.45591 -0.74060 0.1 -0.1 0.1
C -7.51896 1.02326 -8.97411 0.2 0.0 0.0
C -7.68713 -0.45266 -8.68588 -0.3 0.1 0.0
O -6.47334 -1.18674 -8.90868 0.0 0.0 0.0
C -5.55483 -1.06747 -7.94847 0.1 0.0 0.0
O -5.66934 -0.42811 -6.93516 -0.1 0.0 0.1
O -4.48361 -1.77169 -8.30395 0.0 0.0 0.0
C -3.38119 -1.67096 -7.39041 0.1 -0.1 0.0
H -7.13238 1.17121 -9.98328 -0.1 0.0 0.0
H -8.47742 1.53524 -8.88585 0.0 0.0 0.0
H -6.81774 1.47912 -8.27679 0.0 0.0 0.1
H -8.41174 -0.89238 -9.36884 0.1 -0.1 -0.1
H -8.04017 -0.62351 -7.66893 0.1 0.0 0.0
H -3.69037 -1.91504 -6.37732 0.0 0.1 0.0
H -2.95976 -0.66804 -7.41784 0.0 0.0 0.1
H -2.64104 -2.38821 -7.73051 0.0 0.0 -0.1
C -4.15167 0.59345 6.81105 0.1 0.2 0.0
C -5.22702 0.97802 5.81895 -0.1 -0.3 0.1
O -5.22450 2.38890 5.54267 0.0 0.0 0.0
C -4.26895 2.80673 4.71738 0.0 0.0 0.1
O -3.43917 2.11831 4.17944 0.0 0.0 0.0
O -4.38379 4.12914 4.58764 0.0 0.0 0.0
C -3.36069 4.72180 3.78785 0.1 0.2 -0.2
H -4.24438 1.18761 7.72095 -0.1 -0.1 0.0
H -4.23963 -0.46176 7.06947 0.0 0.0 0.0
H -3.15908 0.76668 6.39782 0.0 -0.1 -0.1
H -6.21350 0.77397 6.23030 0.0 0.1 0.0
H -5.13225 0.42043 4.88745 0.1 0.1 0.0
H -3.29066 4.23497 2.81689 0.0 -0.1 0.0
H -2.40279 4.66449 4.30318 0.0 -0.1 -0.1
H -3.62855 5.76410 3.64194 -0.1 0.0 0.1
C 3.01946 -1.50364 4.31159 0.1 -0.2 -0.2
C 2.28722 -1.95249 5.55688 0.0 0.3 0.0
O 1.91388 -3.33780 5.48370 0.0 0.0 0.1
C 2.90780 -4.19887 5.69857 0.0 0.0 -0.1
O 4.04845 -3.91066 5.95972 0.1 0.0 0.1
O 2.43142 -5.43286 5.56671 0.0 0.0 0.0
C 3.41661 -6.46552 5.69732 0.0 -0.1 0.0
H 2.42505 -1.71923 3.42120 -0.1 0.1 0.0
H 3.21969 -0.43269 4.35339 0.0 0.0 0.0
H 3.96967 -2.02753 4.21133 0.0 0.0 0.1
H 1.35100 -1.40904 5.66711 -0.1 -0.1 0.0
H 2.88234 -1.77830 6.45271 0.1 -0.1 0.0
H 3.97204 -6.36134 6.62688 0.0 0.1 0.0
H 4.10025 -6.44149 4.85007 0.0 0.1 0.0
H 2.87034 -7.40348 5.70002 -0.1 0.0 0.0
C 9.96589 -8.65560 6.32308 0.0 0.1 0.2
C 8.53630 -8.66406 5.82827 0.2 -0.2 -0.2
O 7.63203 -8.08695 6.78517 0.0 0.0 0.0
C 7.63771 -6.75632 6.84491 0.0 -0.1 0.1
O 8.30230 -6.01787 6.16381 0.0 0.0 0.0
O 6.77712 -6.38015 7.78879 0.0 0.0 0.0
C 6.72230 -4.96561 8.00947 -0.1 0.2 0.0
H 10.03389 -9.14489 7.29538 0.0 -0.1 0.0
H 10.61017 -9.18171 5.61876 0.0 0.0 0.0
H 10.33468 -7.63704 6.43442 0.0 0.0 -0.1
H 8.18781 -9.68604 5.69277 -0.1 0.0 0.1
H 8.43950 -8.14891 4.87284 0.0 0.1 0.1
H 6.53167 -4.43544 7.07965 0.0 0.0 0.0
H 7.64919 -4.61735 8.46361 0.0 0.0 -0.1
H 5.89746 -4.79440 8.69438 0.0 -0.1 0.0
C 1.63558 6.43828 -8.59356 0.1 0.0 0.2
C 1.20216 5.04460 -8.99209 -0.2 0.2 -0.2
O 1.92634 4.03055 -8.27647 0.0 0.0 0.0
C 1.53255 3.82985 -7.02032 0.0 0.0 0.0
O 0.63362 4.39692 -6.45631 0.0 0.0 0.0
O 2.31210 2.88718 -6.48815 0.0 0.0 0.0
C 2.04460 2.61411 -5.11161 0.0 -0.1 0.2
H 2.71452 6.54828 -8.71045 0.0 0.0 -0.1
H 1.13693 7.17972 -9.21778 0.0 0.0 0.0
H 1.38879 6.64091 -7.55247 -0.1 0.0 0.0
H 1.42644 4.86277 -10.04131 0.1 -0.1 0.0
H 0.13136 4.90178 -8.85015 0.0 0.0 0.1
H 0.99423 2.37983 -4.95118 0.0 0.1 0.0
H 2.33636 3.46553 -4.49558 -0.1 0.0 0.0
H 2.64994 1.74944 -4.85048 0.0 0.0 -0.1


No. 2
79
Properties=species:S:1:pos:R:3:forces:R:3 method="wB97M-V/def2-TZVPD" fmax_ev_per_a=0.30 relative_energy_kj_mol=57.3 homo_lumo_gap_ev=7.36 charge=+1 spin_multiplicity=1
Al -1.48275 0.06160 0.68691 0.2 0.2 -0.1
C -3.70533 4.12765 -2.02311 0.0 0.0 0.0
N -3.54108 2.69288 -2.17303 0.1 0.0 0.0
C -3.12459 2.05995 -3.33232 -0.1 0.0 0.0
C -3.13511 0.73756 -3.11032 0.0 0.0 0.0
N -3.53472 0.56606 -1.78483 0.1 0.1 0.0
C -3.81561 1.78635 -1.20418 -0.2 0.0 0.0
S -4.42329 2.01991 0.32653 0.0 0.0 0.0
C -3.80526 -0.65458 -1.14595 0.0 -0.1 0.0
C -4.78991 -1.49042 -1.64044 0.0 0.0 0.0
C -5.08165 -2.65452 -0.95310 0.0 0.0 0.0
C -4.39267 -2.93538 0.21637 0.0 0.0 0.0
C -3.41468 -2.05709 0.63045 0.0 0.0 0.0
N -3.10141 -0.94407 -0.04767 0.0 0.0 0.0
H -4.57696 4.46877 -2.58042 0.0 0.0 0.0
H -2.80895 4.63036 -2.37946 0.0 0.0 0.0
H -3.84779 4.33779 -0.96671 0.0 0.0 0.0
H -2.85102 2.61517 -4.21143 0.0 0.0 0.0
H -2.87210 -0.09164 -3.74136 0.0 0.0 0.0
H -5.33465 -1.19701 -2.52621 0.0 0.0 0.0
H -5.85692 -3.31872 -1.31034 0.0 0.0 0.0
H -4.60860 -3.81616 0.80269 0.0 0.0 0.0
H -2.85158 -2.22853 1.53806 0.0 0.0 0.0
C 0.11551 4.00152 -1.48072 0.0 -0.1 -0.1
C 0.28770 2.77475 -2.10956 -0.1 0.0 0.1
C -0.21142 1.61583 -1.51824 0.0 0.1 0.0
C -0.90191 1.64028 -0.30297 -0.1 0.1 0.0
C -1.07054 2.89801 0.30031 0.1 0.0 -0.1
C -0.56823 4.06124 -0.27351 -0.1 -0.2 0.1
H 0.51068 4.90370 -1.93091 0.0 0.0 0.0
H 0.81208 2.71976 -3.05664 0.0 0.0 0.0
H -0.05190 0.67400 -2.03450 0.0 0.0 0.0
H -1.60516 2.97339 1.24068 0.0 0.0 0.0
H -0.70244 5.01151 0.22864 0.0 0.0 0.0
C 0.38103 -2.07610 2.80716 0.0 0.0 0.0
N 0.97512 -2.56826 1.56767 0.0 0.0 0.0
C 2.35808 -3.01905 1.68637 0.0 0.0 0.0
C 0.42052 -2.27683 0.38838 -0.1 0.0 0.0
O -0.48690 -1.39126 0.25964 0.0 -0.3 0.1
N 0.79127 -2.96444 -0.71012 0.1 0.0 0.0
C 1.24775 -4.34687 -0.66388 0.0 0.0 0.0
C 0.43525 -2.47042 -2.02926 0.0 0.0 0.0
H 0.69085 -1.04959 3.00175 0.0 0.0 0.0
H 0.70419 -2.73395 3.61203 0.0 0.0 0.0
H -0.70186 -2.10817 2.74735 0.0 0.0 0.0
H 2.88052 -2.32829 2.34805 0.0 0.0 0.0
H 2.85046 -2.99865 0.72005 0.0 0.0 0.0
H 2.41816 -4.02397 2.10634 0.0 0.0 0.0
H 1.10975 -4.75980 0.33101 0.0 0.0 0.0
H 2.29637 -4.44104 -0.95034 0.0 0.0 0.0
H 0.64722 -4.93159 -1.36218 0.0 0.0 0.0
H 0.32424 -1.39212 -2.00425 0.0 0.0 0.0
H -0.49742 -2.91783 -2.38356 0.0 0.0 0.0
H 1.23411 -2.72628 -2.72594 0.0 0.0 0.0
O -2.41108 1.14392 4.49541 0.1 0.0 0.0
C -2.14454 0.65629 3.46785 -0.1 0.1 0.0
N -1.88531 0.12093 2.42993 0.0 -0.1 -0.1
C 3.61322 0.19291 3.78475 0.0 0.0 0.0
C 4.23396 1.12488 2.74976 0.0 0.0 0.0
C 3.27958 2.20555 2.25687 0.0 0.0 0.0
S 2.04715 1.74153 1.01901 0.0 0.1 0.0
O 1.36060 0.48587 1.49006 0.0 0.0 0.0
C 3.18144 1.24710 -0.33547 0.0 0.0 0.0
C 3.18716 -0.25591 -0.54901 0.0 0.0 0.0
C 3.96668 -0.65128 -1.79716 0.0 0.0 0.0
H 4.33895 -0.54571 4.12640 0.0 0.0 0.0
H 2.74458 -0.31846 3.37422 0.0 0.0 0.0
H 3.27817 0.75641 4.65714 0.0 0.0 0.0
H 4.62436 0.55445 1.90238 0.0 0.0 0.0
H 5.09810 1.62668 3.19172 0.0 0.0 0.0
H 3.81091 3.03471 1.77979 0.0 0.0 0.0
H 2.70089 2.62824 3.08126 0.0 0.0 0.0
H 4.17986 1.62973 -0.11950 0.0 0.0 0.0
H 2.80736 1.76030 -1.22243 0.0 0.0 0.0
H 2.15312 -0.59093 -0.63203 0.0 0.0 0.0
H 3.59766 -0.74757 0.33445 0.0 0.0 0.0
H 3.53566 -0.19275 -2.68950 0.0 0.0 0.0
H 3.95529 -1.73418 -1.93970 0.0 0.0 0.0
H 5.00973 -0.33812 -1.73518 0.0 0.0 0.0


No. 3
24
Properties=species:S:1:pos:R:3:forces:R:3 method="wB97M-V/def2-TZVPD" fmax_ev_per_a=1.42 relative_energy_kj_mol=0.0 homo_lumo_gap_ev=7.76 charge=+1 spin_multiplicity=1
C -0.66636 -1.47526 -2.43278 -0.2 0.0 0.1
C -0.97068 -1.25809 -1.13174 -0.1 0.0 -0.1
C 0.60367 -1.17679 -3.02399 0.3 0.1 -0.2
C -0.05259 -0.68872 -0.18520 0.2 0.1 0.0
C -0.93873 1.08755 2.11118 -0.3 0.6 -0.2
C 1.36501 -0.12259 -2.70099 -0.1 0.1 -0.2
C 0.83942 0.95595 -1.80570 0.0 -0.1 0.0
C 0.82291 0.28963 -0.47210 0.2 -0.2 0.2
C -0.17025 0.01864 3.84112 0.2 0.0 0.1
N 0.75248 0.85499 3.49786 0.9 -0.2 0.8
N 0.28076 1.51698 2.44401 -1.3 -0.3 -0.4
N -1.24719 0.13190 3.00959 0.2 0.5 -0.5
I -2.17141 1.84394 0.64602 0.1 0.0 0.4
H -1.35957 -2.04792 -3.03414 -0.1 -0.1 0.0
H -1.89042 -1.67169 -0.73564 -0.1 -0.1 -0.1
H 0.95917 -1.88348 -3.76132 0.1 0.0 -0.1
H -0.04946 -1.14470 0.80015 0.1 0.0 0.1
H 2.37096 -0.02718 -3.07927 0.1 0.0 -0.2
H 0.83432 2.23573 1.99000 -0.1 -0.1 0.0
H 1.47809 1.83619 -1.81424 0.0 0.0 0.0
H -0.17627 1.22885 -2.10609 0.0 0.0 0.0
H 1.60186 0.55151 0.23373 0.0 0.0 0.1
H -0.10035 -0.66848 4.66202 0.0 -0.1 0.1
H -2.11537 -0.38695 3.04751 0.1 0.1 -0.1